{"formula": "C33H34Br4N6O4Sn", "method": "ωB97M-V/def2-TZVPD", "homo_lumo_gap_ev": 5.08, "e_tot_ha": -12417.47680, "e_above_lowest_ev": 2.579, "e_lumo_ev": -0.56, "total_charge": 0, "elements": ["Sn", "N", "C", "N", "C", "N", "N", "C", "C", "C", "C", "C", "C", "N", "C", "C", "C", "C", "C", "C", "H", "H", "H", "H", "H", "H", "H", "H", "H", "H", "H", "Br", "C", "C", "Br", "C", "Br", "C", "O", "C", "O", "C", "Br", "C", "O", "C", "C", "O", "C", "H", "H", "H", "H", "H", "H", "H", "H", "H", "H", "C", "N", "C", "C", "C", "C", "C", "C", "C", "C", "H", "H", "H", "H", "H", "H", "H", "H", "H", "H", "H", "H", "H"], "positions_angstrom": [[1.1153, -0.2669, -1.1740], [-4.7464, -1.3802, -0.9684], [-3.9586, -0.3042, -0.8830], [-3.2896, -0.0437, 0.2046], [-3.2982, -0.9400, 1.2148], [-2.8579, -0.5487, 2.4351], [-2.5375, 0.6880, 2.4146], [-2.3614, 1.4744, 3.3991], [-2.2846, 2.8912, 3.2565], [-1.9795, 3.3648, 1.9337], [-1.8553, 4.7064, 1.7832], [-2.0361, 5.5908, 2.8500], [-2.4380, 5.0220, 4.0845], [-2.4744, 3.7099, 4.2670], [-3.8687, -2.3306, 1.0725], [-3.6172, -3.4035, 1.9346], [-4.3478, -4.5846, 1.6738], [-5.1820, -4.7265, 0.5417], [-5.4679, -3.6039, -0.2397], [-4.7414, -2.4346, -0.0659], [-5.2224, -1.5078, -1.8879], [-3.8617, 0.4273, -1.7552], [-2.5546, 1.1430, 4.4153], [-1.6003, 2.6216, 1.2399], [-1.5823, 5.1131, 0.8005], [-2.0298, 6.6707, 2.6075], [-2.5622, 5.6737, 4.9637], [-2.8828, -3.2178, 2.7252], [-4.2040, -5.4059, 2.3788], [-5.6464, -5.6613, 0.4162], [-6.2880, -3.6962, -0.9845], [-0.8281, -2.8985, -7.6091], [-0.3368, -1.8334, -6.1099], [-0.1217, -0.4659, -6.3631], [0.7435, 0.2251, -7.9642], [-0.2757, 0.3935, -5.2226], [-0.9367, 2.0894, -5.5296], [0.0350, -0.0990, -3.9411], [0.0045, 0.6335, -2.8391], [0.3277, -1.5042, -3.7990], [0.9272, -1.8873, -2.6347], [-0.0063, -2.4057, -4.8571], [-0.1549, -4.1911, -4.4478], [4.0399, -1.1243, -2.7467], [3.1036, -0.0023, -2.4207], [3.5301, 1.2820, -2.8202], [2.4956, 2.3750, -2.6314], [2.0771, 2.3026, -1.2779], [0.8712, 3.1303, -1.0625], [4.9839, -1.0061, -2.2809], [4.2262, -1.1890, -3.8381], [3.4440, -2.0533, -2.4682], [3.7204, 1.2438, -3.9213], [4.4762, 1.4844, -2.3124], [1.6261, 2.2331, -3.3138], [2.9486, 3.3410, -2.8446], [1.1783, 4.1965, -0.9200], [0.3855, 2.7331, -0.1596], [0.2120, 2.9920, -1.9739], [3.3681, 0.7324, 3.9430], [3.2147, 1.0598, 2.5058], [1.8517, 1.6028, 2.1262], [3.6850, -0.0027, 1.5144], [2.9097, -1.2988, 1.5707], [3.0624, -2.2507, 2.6127], [2.2021, -3.3714, 2.7895], [1.1038, -3.4880, 1.9633], [0.9574, -2.5583, 0.8925], [1.8069, -1.4895, 0.7371], [3.2664, 1.6883, 4.5046], [4.3737, 0.3425, 4.0988], [2.6275, 0.0397, 4.4368], [3.9107, 1.7858, 2.3975], [1.1613, 0.7520, 2.0342], [2.0017, 2.0217, 1.1224], [1.5354, 2.3698, 2.8181], [4.7869, -0.1820, 1.7051], [3.5183, 0.4205, 0.5315], [3.7987, -2.1605, 3.4261], [2.2934, -4.0285, 3.6631], [0.3351, -4.2842, 2.1091], [0.1943, -2.7365, 0.1526]]}